Entry 1:
C5H7N2 | ωB97M-V with the def2-TZVPD basis set

Last column: natural (NBO) charge in e.
CARTESIAN COORDINATES (ANGSTROEM)
C (-0.93, -0.12, -0.85)  0.239
C (0.67, -0.66, 1.75)  0.404
C (-2.03, 1.10, 0.94)  -0.160
C (0.35, -0.80, -0.75)  -0.182
C (1.41, 0.05, -1.41)  -0.621
N (0.65, -1.00, 0.64)  -0.165
N (-1.45, 0.48, 0.04)  -0.285
H (0.64, -0.76, 2.75)  0.268
H (-2.58, 0.43, 1.53)  0.211
H (-1.99, 2.18, 1.20)  0.245
H (0.17, -1.75, -1.15)  0.274
H (1.06, 1.15, -1.47)  0.252
H (1.68, -0.26, -2.46)  0.278
H (2.37, -0.01, -0.75)  0.244

Output
net charge: +1
HOMO-LUMO gap (spin up / spin down): 7.832 / 7.831 eV
relative energy (zero: lowest compared OMol25 entry of this formula, charge and spin): 578.1 kJ/mol
LUMO (spin up / spin down): -5.2 / -5.2 eV

***

Entry 2:
C5H7N2 | ωB97M-V with the def2-TZVPD basis set

Last column: natural (NBO) charge in e.
CARTESIAN COORDINATES (ANGSTROEM)
C (-0.77, 2.15, 1.61)  -0.458
N (-0.25, 0.98, 1.06)  -0.197
C (0.08, 0.03, 0.45)  0.642
C (0.45, -1.04, -0.34)  -0.173
C (0.56, -2.50, -0.38)  -0.172
N (1.64, -1.62, -0.80)  -0.232
C (0.88, -0.80, -1.80)  -0.172
H (-0.07, 2.94, 1.88)  0.277
H (-1.28, 1.75, 2.47)  0.263
H (-1.50, 2.63, 0.90)  0.266
H (0.44, -2.97, 0.57)  0.250
H (-0.03, -3.02, -1.21)  0.223
H (0.19, -1.25, -2.50)  0.230
H (1.39, 0.16, -2.11)  0.253

Output
net charge: +1
SMILES: C[N+]#CC12CN1C2
HOMO-LUMO gap: 10.490 eV
relative energy (zero: lowest compared OMol25 entry of this formula, charge and spin): 522.4 kJ/mol
LUMO: -4.3 eV

***

Entry 3:
C5H7N2 | ωB97M-V with the def2-TZVPD basis set

Last column: natural (NBO) charge in e.
CARTESIAN COORDINATES (ANGSTROEM)
C (-2.18, -1.46, 0.78)  0.079
N (-2.01, -0.37, 0.22)  -0.317
C (-1.85, 0.77, -0.30)  0.185
C (-0.61, 1.30, -0.62)  -0.543
C (0.55, 0.68, -0.42)  0.597
N (1.52, 0.05, -0.42)  -0.280
C (2.85, -0.19, -0.07)  -0.465
H (-2.11, -2.43, 0.38)  0.222
H (-2.73, -1.30, 1.83)  0.216
H (-2.78, 1.28, -0.55)  0.260
H (-0.43, 2.21, -1.09)  0.285
H (3.02, -1.15, 0.61)  0.268
H (3.49, -0.11, -0.93)  0.253
H (3.26, 0.73, 0.57)  0.240

Output
net charge: +1
SMILES: C=N/C=C\C#[N+]C
HOMO-LUMO gap: 8.667 eV
relative energy (zero: lowest compared OMol25 entry of this formula, charge and spin): 412.2 kJ/mol
LUMO: -4.5 eV

***

Entry 4:
C5H7N2 | ωB97M-V with the def2-TZVPD basis set

Last column: natural (NBO) charge in e.
CARTESIAN COORDINATES (ANGSTROEM)
C (0.50, 0.25, 1.87)  -0.058
C (0.85, -1.86, 1.52)  0.221
C (0.26, -0.07, 0.54)  0.161
C (-0.37, 1.35, -0.75)  0.295
C (-0.85, 0.98, -2.05)  -0.821
N (0.80, -0.94, 2.45)  -0.402
N (0.42, -1.34, 0.29)  -0.582
H (0.36, 1.28, 2.35)  0.255
H (0.89, -2.94, 1.69)  0.238
H (-0.33, 2.22, -0.08)  0.241
H (-1.97, 1.35, -2.11)  0.356
H (-0.69, -0.14, -2.29)  0.285
H (-0.37, 1.79, -2.88)  0.356
H (0.50, -1.92, -0.55)  0.455

Output
net charge: +1
HOMO-LUMO gap (spin up / spin down): 6.451 / 6.456 eV
relative energy (zero: lowest compared OMol25 entry of this formula, charge and spin): 644.7 kJ/mol
LUMO (spin up / spin down): -7.1 / -7.1 eV

***

Entry 5:
C5H7N2O | ωB97M-V with the def2-TZVPD basis set

Last column: natural (NBO) charge in e.
CARTESIAN COORDINATES (ANGSTROEM)
C (0.96, -1.73, -0.30)  0.424
N (1.79, -0.98, -0.14)  -0.202
C (2.50, 0.07, 0.03)  -0.119
C (1.80, 1.21, 0.08)  -0.068
C (0.37, 1.38, -0.09)  -0.059
N (-0.42, 0.35, 0.02)  -0.086
O (-1.67, 0.55, -0.19)  -0.315
C (-2.61, -0.53, 0.12)  -0.268
H (0.01, -2.34, -0.35)  0.317
H (3.60, -0.04, 0.27)  0.276
H (2.36, 2.00, 0.35)  0.237
H (-0.01, 2.41, -0.33)  0.233
H (-3.19, -0.75, -0.80)  0.219
H (-3.37, -0.17, 0.92)  0.233
H (-2.10, -1.44, 0.41)  0.179

Output
net charge: +1
SMILES: C#[N+]/C=C\C=N\OC
HOMO-LUMO gap (spin up / spin down): 8.443 / 8.442 eV
relative energy (zero: lowest compared OMol25 entry of this formula, charge and spin): 453.4 kJ/mol
LUMO (spin up / spin down): -5.1 / -5.1 eV

***

Entry 6:
C5H7N2OS | ωB97M-V with the def2-TZVPD basis set

Last column: natural (NBO) charge in e.
CARTESIAN COORDINATES (ANGSTROEM)
C (0.52, 0.66, 0.80)  -0.298
C (-0.70, 1.26, 0.49)  0.096
C (0.55, -0.66, 0.32)  -0.140
C (-4.51, 0.31, 0.06)  0.922
C (1.59, -1.67, 0.83)  -0.645
N (-1.47, 0.52, -0.30)  -0.664
N (-3.83, 1.31, -0.04)  -0.845
O (-4.85, -0.76, 0.30)  -0.395
S (-0.87, -1.03, -0.51)  0.782
H (1.23, 1.37, 1.36)  0.281
H (-1.14, 2.15, 0.99)  0.250
H (-4.13, 2.22, -0.21)  0.443
H (1.57, -1.81, 1.93)  0.265
H (1.34, -2.64, 0.38)  0.235
H (2.57, -1.40, 0.42)  0.261
H (-2.46, 0.93, -0.42)  0.452

Output
net charge: +1
HOMO-LUMO gap: 10.185 eV
relative energy (zero: lowest compared OMol25 entry of this formula, charge and spin): 76.0 kJ/mol
LUMO: -4.3 eV

***

Entry 7:
C5H7N2S | ωB97M-V with the def2-TZVPD basis set

Last column: natural (NBO) charge in e.
CARTESIAN COORDINATES (ANGSTROEM)
C (1.30, 0.38, 0.26)  -0.017
C (1.11, -0.92, -0.22)  -0.056
C (-0.84, 0.15, 0.03)  0.218
C (-1.15, -3.41, -1.38)  -0.265
C (0.04, 2.35, 0.83)  -0.444
N (0.14, 1.03, 0.41)  -0.293
N (-0.21, -0.90, -0.47)  -0.480
S (-2.06, -4.58, -1.62)  0.429
H (2.22, 0.87, 0.65)  0.249
H (1.77, -1.70, -0.46)  0.255
H (-1.89, 0.19, 0.02)  0.243
H (-0.57, -1.91, -0.87)  0.427
H (-0.72, 2.98, 0.45)  0.248
H (-0.08, 2.52, 1.93)  0.241
H (0.95, 2.93, 0.42)  0.244

Output
net charge: +1
HOMO-LUMO gap: 9.505 eV
relative energy (zero: lowest compared OMol25 entry of this formula, charge and spin): 213.7 kJ/mol
LUMO: -4.1 eV

***

Entry 8:
C5H7N2S | ωB97M-V with the def2-TZVPD basis set

Last column: natural (NBO) charge in e.
CARTESIAN COORDINATES (ANGSTROEM)
C (1.79, -0.08, -0.01)  -0.067
C (0.50, 0.44, -0.04)  0.182
C (0.43, -1.78, 0.04)  0.256
C (-3.15, -0.09, -0.05)  -0.296
C (-0.01, 1.82, 0.00)  -0.655
N (1.70, -1.46, 0.01)  -0.465
N (-0.33, -0.68, 0.00)  -0.468
S (-4.54, 0.53, 0.06)  0.343
H (2.70, 0.38, 0.12)  0.242
H (-0.04, -2.73, 0.02)  0.242
H (-0.08, 2.07, 0.99)  0.248
H (0.56, 2.48, -0.58)  0.255
H (-0.85, 1.89, -0.62)  0.243
H (2.60, -2.02, 0.30)  0.480
H (-1.28, -0.78, -0.24)  0.461

Output
net charge: +1
HOMO-LUMO gap: 10.144 eV
relative energy (zero: lowest compared OMol25 entry of this formula, charge and spin): 170.5 kJ/mol
LUMO: -3.7 eV

***

Entry 9:
C5H7N3 | ωB97M-V with the def2-TZVPD basis set

Last column: natural (NBO) charge in e.
CARTESIAN COORDINATES (ANGSTROEM)
C (-1.26, 0.28, -0.67)  -0.166
C (-0.06, -0.19, -0.48)  -0.097
C (0.57, -1.54, -0.81)  -0.294
N (1.81, -1.52, 0.06)  -0.470
N (1.74, -0.18, 1.00)  -0.325
C (0.70, 0.47, 0.56)  0.331
N (-0.17, 1.51, 0.98)  -0.616
C (-1.40, 1.44, 0.34)  -0.235
H (-2.19, -0.39, -1.10)  0.239
H (1.04, -1.81, -1.91)  0.221
H (0.12, -2.53, -0.40)  0.231
H (2.69, -1.25, -0.45)  0.349
H (0.12, 2.06, 1.88)  0.424
H (-1.53, 2.54, -0.06)  0.205
H (-2.16, 1.11, 1.08)  0.201

Output
SMILES: C1=C2CNN=C2NC1
HOMO-LUMO gap: 8.976 eV
relative energy (zero: lowest compared OMol25 entry of this formula, charge and spin): 457.4 kJ/mol
LUMO: 0.8 eV

***

Entry 10:
C5H7N3 | ωB97M-V with the def2-TZVPD basis set

Last column: natural (NBO) charge in e.
CARTESIAN COORDINATES (ANGSTROEM)
C (1.66, 0.61, -1.67)  -0.653
C (1.28, 0.24, -0.44)  0.400
N (1.35, 0.33, 0.75)  -0.394
C (0.34, 0.24, 1.76)  -0.319
C (-1.00, 0.62, 1.33)  0.049
N (-1.79, 0.07, 0.51)  -0.227
N (-1.53, -1.19, 0.05)  -0.250
C (-1.22, -1.38, -1.15)  -0.108
H (1.75, 1.77, -1.87)  0.245
H (1.64, 0.02, -2.60)  0.235
H (0.73, 0.95, 2.48)  0.224
H (0.38, -0.66, 2.26)  0.236
H (-1.52, 1.52, 1.75)  0.194
H (-1.21, -2.44, -1.29)  0.184
H (-0.85, -0.69, -1.88)  0.183

Output
SMILES: C=C=NC/C=N\N=C
HOMO-LUMO gap: 9.433 eV
relative energy (zero: lowest compared OMol25 entry of this formula, charge and spin): 493.1 kJ/mol
LUMO: 0.7 eV

***

Entry 11:
C5H7N3 | ωB97M-V with the def2-TZVPD basis set

Last column: natural (NBO) charge in e.
CARTESIAN COORDINATES (ANGSTROEM)
C (-1.71, -0.92, 0.31)  -0.624
C (-0.89, 0.00, -0.41)  -0.255
C (-0.21, 1.44, 0.01)  -0.387
C (1.18, 0.71, -0.15)  0.090
N (2.40, 0.44, 0.09)  -0.321
N (2.55, -0.88, 0.14)  -0.079
N (1.45, -1.53, -0.28)  -0.218
C (0.59, -0.43, -0.61)  0.039
H (-1.54, -1.57, 1.42)  0.224
H (-1.79, -1.90, -0.38)  0.237
H (-2.87, -0.45, 0.43)  0.212
H (-1.58, 0.05, -1.36)  0.223
H (-0.41, 2.35, -0.66)  0.228
H (-0.33, 1.80, 1.11)  0.227
H (3.17, 0.89, 0.34)  0.404

Output
SMILES: C[C@H]1Cc2[nH]nnc21
HOMO-LUMO gap: 9.886 eV
relative energy (zero: lowest compared OMol25 entry of this formula, charge and spin): 607.5 kJ/mol
LUMO: 0.8 eV

***

Entry 12:
C5H7N3 | ωB97M-V with the def2-TZVPD basis set

Last column: natural (NBO) charge in e.
CARTESIAN COORDINATES (ANGSTROEM)
C (-0.46, 1.56, 1.13)  -0.717
C (0.33, 1.98, 0.01)  0.116
N (1.01, 1.21, -0.76)  -0.192
N (0.58, -0.06, -0.69)  -0.049
C (-0.65, -0.72, -0.73)  -0.083
C (-0.47, -2.13, -0.63)  -0.336
C (0.95, -2.16, -0.53)  -0.056
N (1.47, -0.98, -0.55)  -0.251
H (0.00, 2.10, 1.98)  0.243
H (-0.41, 0.45, 1.29)  0.244
H (-1.68, 1.74, 1.22)  0.244
H (0.53, 3.02, 0.01)  0.190
H (-1.46, -0.09, -0.48)  0.204
H (-1.25, -2.88, -0.68)  0.240
H (1.51, -3.04, -0.58)  0.203

Output
SMILES: C/C=N\n1cccn1
HOMO-LUMO gap: 9.794 eV
relative energy (zero: lowest compared OMol25 entry of this formula, charge and spin): 379.5 kJ/mol
LUMO: 0.7 eV